The following is a quantum chemistry calculation of 7 unconnected molecules or ions with the total composition C39H38F6O2PS, from the Open Molecules 2025 dataset.

```
87
Properties=species:S:1:pos:R:3:forces:R:3
S -8.84294 1.10812 1.52836 -0.36 0.09 0.24
P -7.83393 -0.30990 2.61730 0.57 0.10 -0.78
F -7.40547 -1.23488 -1.34356 -0.02 0.05 -0.01
F 2.75336 -3.95413 -1.20123 0.01 0.02 0.01
F 8.24472 -2.93864 -1.94979 0.07 0.02 0.00
F 2.07929 3.22365 -1.97422 -0.03 0.06 -0.08
F -0.66970 1.04642 2.16263 0.14 0.05 0.01
F -7.05783 2.94242 5.40236 0.00 -0.06 -0.02
O -5.59546 -0.22222 1.28720 -0.02 0.34 0.63
O -4.01901 -1.77894 0.87579 -0.45 0.79 0.94
C 3.93856 4.64625 -1.75070 0.11 -0.11 -0.11
C 7.91969 -2.60323 -3.21334 -0.05 0.03 -0.13
C -4.25963 -1.90505 -3.01579 -0.05 0.02 -0.10
C -3.48094 2.56487 5.03853 -0.03 0.01 0.11
C 2.24313 0.95532 0.01669 -0.01 -0.18 0.05
C 2.22243 -0.37259 -0.38561 0.04 -0.02 -0.02
C -4.30473 -0.74192 1.41931 0.79 -1.17 -0.79
C 7.41297 -3.25267 -5.44758 0.00 0.09 0.02
C 4.35401 -3.40927 0.43971 -0.18 0.14 0.12
C 7.76149 -1.27016 -3.53172 0.01 0.15 0.12
C 7.75343 -3.60301 -4.14967 0.00 -0.18 0.04
C -5.33099 3.39992 6.94600 -0.14 0.07 0.15
C 1.22600 -1.22328 0.07280 0.03 0.08 -0.03
C 1.26776 1.44021 0.87450 -0.03 0.24 0.09
C 4.50580 5.77791 -1.18413 -0.08 0.02 0.06
C 2.63748 4.32302 -1.42561 0.05 0.13 0.06
C 6.18373 -5.04096 -0.86485 -0.06 0.05 0.11
C -3.04962 2.99558 6.28407 0.04 0.01 0.04
C -4.62693 -1.70542 -4.33921 0.02 0.00 -0.01
C -6.47989 -1.39517 -2.34459 0.24 -0.03 -0.25
C 0.29165 0.57619 1.31937 0.15 -0.08 -0.14
C 0.25113 -0.74887 0.93829 -0.20 -0.08 0.10
C 4.89989 -4.90722 -1.37054 -0.04 -0.11 -0.20
C 6.55313 -4.37011 0.29226 0.05 -0.03 0.04
C 1.88925 5.08705 -0.55334 -0.17 -0.06 0.07
C -3.97414 3.40931 7.23464 0.03 -0.05 -0.13
C -3.37630 0.09531 2.22552 -0.96 0.12 -0.49
C 7.25244 -1.91829 -5.79196 -0.02 0.02 -0.06
C 5.63806 -3.55787 0.94407 0.05 -0.07 -0.10
C -6.87446 -1.19505 -3.64821 -0.29 0.08 0.02
C 3.77431 6.55976 -0.30156 0.02 0.05 0.03
C -5.93123 -1.34988 -4.65323 0.11 -0.03 0.05
C -4.83761 2.54592 4.74685 -0.04 -0.14 -0.25
C -6.59535 -1.16722 1.59802 0.17 0.14 -0.10
C -5.19252 -1.74665 -2.00147 -0.10 -0.01 0.39
C 7.42916 -0.92970 -4.83434 -0.01 -0.10 -0.02
C -5.73637 2.96548 5.70301 0.10 0.00 0.04
C 2.46871 6.21229 0.01408 0.09 -0.02 -0.04
C 4.00792 -4.09038 -0.70767 0.18 -0.02 0.05
H -8.00556 1.09038 0.47436 0.21 -0.24 0.11
H -6.19221 -1.95844 2.22185 -0.01 -0.41 0.05
H 6.89815 -5.67040 -1.37650 0.01 -0.02 -0.02
H 3.01996 1.61519 -0.33712 0.02 0.04 0.00
H 7.27324 -4.02482 -6.19131 0.02 -0.03 -0.01
H 5.92244 -3.03605 1.84722 -0.01 0.03 0.01
H 5.52177 6.04940 -1.43414 0.03 -0.01 -0.01
H -7.89807 -0.92467 -3.87119 0.00 0.00 0.01
H 3.62864 -2.77332 0.92985 -0.02 -0.01 -0.01
H 4.49341 4.01949 -2.43581 -0.03 0.00 -0.02
H -6.06530 3.72550 7.67001 -0.01 -0.01 -0.01
H 1.89842 6.81929 0.70342 -0.03 0.01 0.00
H 1.20858 -2.25646 -0.24407 0.00 -0.03 0.00
H 4.58934 -5.42700 -2.26704 -0.02 0.02 -0.01
H 0.87002 4.80206 -0.32800 0.00 -0.02 -0.03
H -7.11327 0.24700 3.67767 -0.21 0.01 0.17
H 1.26245 2.47400 1.19468 0.01 -0.01 0.02
H 2.98408 -0.74485 -1.05722 0.01 -0.03 -0.01
H -3.63806 3.74133 8.20652 -0.01 0.02 0.02
H -2.99227 0.85562 1.55999 0.34 0.26 -0.11
H -3.89624 -1.82764 -5.12625 0.01 0.00 -0.02
H -5.20408 2.21566 3.78100 -0.01 0.11 -0.02
H 6.99089 -1.64834 -6.80570 0.00 0.00 -0.02
H -4.92977 -1.88947 -0.95634 -0.05 -0.05 -0.39
H -6.21711 -1.19127 -5.68325 -0.03 -0.01 -0.02
H -2.76190 2.24593 4.29590 0.03 0.01 -0.02
H -3.92739 0.59695 3.00640 0.03 0.06 0.34
H -2.58249 -0.52173 2.59573 0.38 -0.12 0.14
H -0.52977 -1.39827 1.31300 0.00 0.00 -0.01
H -3.24468 -2.18580 -2.77045 0.01 0.00 0.03
H 7.89798 -0.51627 -2.76823 0.02 -0.02 0.02
H 4.22089 7.43967 0.13989 0.01 0.02 0.00
H -1.99379 3.00914 6.51415 0.02 0.01 0.01
H -8.67880 -1.30783 3.10345 -0.21 0.19 0.14
H 7.89118 -4.63668 -3.86257 0.00 0.00 0.02
H -7.04886 -1.57132 0.70218 -0.24 -0.23 -0.13
H 7.30862 0.11089 -5.10199 0.00 0.03 0.01
H 7.55513 -4.47918 0.68255 0.02 0.01 -0.01
```
Forces are in eV/Å.

Results
Net charge = +1
Kohn-Sham gap = 6.6446 eV
Energy = -2997.85353 Ha

***

The following is a quantum chemistry calculation of a molecular structure, C39H38F9MnN11O5P2S, from the Open Molecules 2025 dataset.

```
106
Properties=species:S:1:pos:R:3:forces:R:3
Mn 0.93524 -0.40423 -1.37823 -0.32 -0.39 1.91
S -5.33141 7.28361 -0.08853 -0.72 -0.07 0.16
P -0.02133 -0.31157 -3.51532 0.01 0.03 -1.32
P 2.83421 0.42599 -2.53824 0.46 0.27 -0.79
F 1.55821 0.32312 2.50618 0.13 -0.08 0.08
F 5.02063 -0.98758 0.77564 -0.07 -0.07 -0.01
F 1.83283 -2.35746 3.09247 0.20 0.02 -0.07
F 4.43343 -2.58080 2.12478 0.01 -0.02 0.07
F 1.83395 -3.50054 1.25546 0.02 -0.01 0.05
F 0.42151 -1.89476 1.51304 0.06 -0.09 0.15
F 4.12621 -2.79373 -0.00356 0.01 0.07 0.07
F 3.19993 1.04773 1.30516 -0.01 -0.05 0.08
F 3.59159 -0.15947 3.05736 -0.01 -0.01 0.03
O -6.32675 6.74480 -1.01027 0.36 0.09 0.08
O -0.48662 -3.23327 4.06357 -0.35 0.01 -0.08
O -4.91553 6.35172 0.94384 0.23 0.02 -0.16
O 2.27612 -0.93959 -0.13782 0.14 0.07 -0.33
O -5.57284 8.63181 0.36402 0.23 -0.06 -0.15
N -0.80256 -4.30648 -0.87413 -0.16 -0.27 0.03
N -0.42433 2.34572 -2.23492 0.39 0.26 -0.43
N -0.24157 2.35244 1.60638 -0.08 -0.19 0.03
N 0.43755 -3.42643 6.04043 -0.01 -0.12 -0.03
N -0.20593 0.68741 0.10955 0.36 -0.07 -0.02
N -1.13635 1.39423 1.93438 -0.18 0.15 0.15
N 0.11756 -2.39257 -1.27934 0.15 0.07 -0.12
N -3.19668 6.24584 -1.34032 -0.47 0.67 0.17
N 0.45187 -4.67493 5.41940 0.04 0.09 0.09
N -3.71434 8.47014 -1.98891 0.03 -0.48 0.23
N 0.44903 -4.60304 -1.28512 -0.13 0.11 0.13
C 2.68191 -1.26865 1.11740 -0.23 0.10 0.14
C -1.75889 -0.01197 -3.92654 -0.01 -0.03 0.34
C -0.07001 -0.48422 6.49109 0.03 -0.01 0.06
C 2.76827 0.00373 2.03255 0.03 -0.03 -0.20
C -0.31770 -5.47285 3.18914 -0.02 0.04 -0.02
C -1.56815 4.89958 -2.30125 0.23 -0.04 -0.09
C -0.12320 -2.61560 5.21395 0.06 -0.06 0.06
C -2.75734 8.40006 -2.90660 -0.22 0.02 0.23
C -0.99732 -2.99479 -0.87618 0.07 0.02 -0.03
C 0.26011 3.41223 -2.68004 -0.32 -0.11 0.16
C -1.10382 0.40808 1.04937 -0.04 0.14 -0.10
C 0.10457 -6.79520 3.30679 0.01 -0.03 0.04
C -1.09104 -5.91234 0.94975 0.06 0.09 -0.07
C -0.26114 4.69246 -2.73548 -0.06 0.04 0.04
C -0.94327 1.53073 5.49369 0.03 0.05 0.03
C -1.26858 0.83222 4.33961 0.05 0.02 -0.06
C -0.66501 -7.22693 1.06300 0.00 -0.05 -0.02
C 4.20608 -0.75637 -2.62476 -0.16 -0.09 0.20
C 0.94002 0.79139 -4.62190 0.00 0.02 0.17
C 3.67098 1.89759 -1.88819 -0.23 -0.08 0.24
C 1.68679 -2.27944 1.77666 0.13 0.11 -0.13
C 2.44045 0.73117 -4.31808 -0.18 -0.02 0.11
C -1.96635 7.27169 -3.09229 0.18 0.14 -0.19
C -0.08056 -7.66667 2.24685 0.01 -0.03 0.00
C 0.30118 1.89708 0.51624 -0.11 -0.05 -0.11
C 4.09561 -1.93050 1.02432 -0.10 0.08 -0.23
C -1.92718 1.52381 3.16883 0.12 -0.09 0.04
C 0.26091 -1.93275 -4.32183 0.07 0.06 0.18
C 0.97926 -3.43447 -1.50701 -0.10 0.10 -0.06
C -0.39564 -1.18480 5.33261 -0.02 -0.04 -0.05
C -0.34984 0.87015 6.56533 0.01 -0.01 0.00
C -0.99336 -0.52409 4.26812 -0.04 -0.05 -0.02
C -2.28058 3.80274 -1.82647 -0.14 -0.12 0.10
C -0.92434 -5.04325 2.01697 -0.01 0.04 0.01
C -0.09917 -4.51436 4.26996 0.06 0.02 0.07
C -2.24415 6.21089 -2.25704 -0.05 -0.03 0.09
C -1.66617 -5.37753 -0.34092 0.15 0.01 0.09
C -3.90943 7.37450 -1.22699 0.34 0.01 -0.46
C -1.67876 2.56983 -1.81766 0.18 -0.27 0.09
H -2.40670 -0.66169 -3.33637 -0.01 -0.01 -0.05
H -0.77830 -7.91026 0.22760 0.01 0.05 0.06
H -2.65366 -4.94469 -0.19111 -0.04 0.04 -0.05
H -1.92407 -2.51491 -0.59383 0.10 -0.09 0.00
H 1.06282 2.44096 -0.01754 -0.03 -0.04 0.02
H 0.35307 5.51956 -3.07183 -0.04 -0.06 -0.02
H 4.56960 2.04924 -2.48555 0.03 0.05 -0.02
H -0.42574 -2.68468 -3.93670 0.01 0.01 0.01
H -1.88102 -0.25066 -4.98307 -0.03 -0.02 -0.02
H 0.53922 1.79610 -4.52718 0.01 0.01 0.05
H 0.74372 0.45587 -5.64017 -0.01 0.03 -0.08
H 3.05272 2.79080 -1.91396 -0.05 0.00 -0.05
H 0.24704 -8.69499 2.33266 -0.01 0.05 0.00
H -1.15057 2.59365 5.56054 0.01 -0.07 0.00
H 3.95351 1.70115 -0.85381 0.04 -0.01 -0.02
H -1.23646 -1.08910 3.37497 -0.02 0.04 0.06
H -1.20615 7.23531 -3.86516 -0.07 0.00 0.08
H 0.09052 -1.81050 -5.39077 0.00 -0.03 -0.04
H -2.21614 1.70450 -1.43366 0.04 0.07 -0.06
H 2.00539 -3.30906 -1.81698 -0.05 0.00 0.03
H -3.28320 3.95045 -1.44062 0.07 0.01 -0.06
H 1.28088 -2.28773 -4.16386 -0.02 0.01 -0.03
H -1.24394 -4.00907 1.93773 0.00 -0.05 0.00
H 2.89145 -0.09899 -4.86224 0.07 -0.01 -0.03
H 2.94571 1.64304 -4.63782 0.02 0.00 -0.06
H -1.72698 -6.15588 -1.09559 -0.03 -0.01 -0.07
H 1.28223 3.23442 -3.00008 -0.02 0.01 -0.05
H -2.02505 2.58852 3.35003 -0.07 0.08 -0.04
H -2.91569 1.11025 2.97854 -0.04 0.00 -0.09
H -2.03027 1.02218 -3.74258 0.01 0.02 -0.03
H -1.73899 -0.46336 1.09124 0.06 0.09 0.06
H 4.89343 -0.40714 -3.39556 0.03 -0.02 -0.02
H 3.86829 -1.76440 -2.86413 0.00 0.03 -0.04
H 0.57771 -7.11941 4.22626 -0.03 0.01 -0.07
H 0.39636 -1.00985 7.31636 -0.04 0.06 -0.05
H -0.10190 1.42216 7.46262 -0.01 -0.02 -0.03
H -2.62617 9.27775 -3.53187 0.02 -0.01 0.04
H 4.71854 -0.78080 -1.66651 0.01 -0.03 0.03
```
Forces are in eV/Å.

Results
2S+1 = 5
Net charge = +1
Energy above the lowest of the compared OMol25 structures with the same formula, charge and spin = 21.6 kJ/mol
Expectation value of S² = 6.150
Kohn-Sham gap (spin up / spin down) = 2.6774 / 3.9082 eV
Energy = -5618.00541 Ha